The following is a DFT calculation (ωB97M-V with the def2-TZVPD basis set) of a structure of composition C70H88MgN8P2Si at a distorted geometry.

Structure (ORCA input):
```
! wB97M-V def2-TZVPD RIJCOSX def2/J DEFGRID3
* xyz 0 1
Mg -0.71505 -0.02199 0.39173
C -3.13167 1.86736 2.83049
Si -1.81506 0.43839 2.62174
C -0.64695 1.02472 4.09828
C -1.20217 1.01413 5.37729
C -0.53363 1.41992 6.51744
C 0.77295 1.84919 6.40822
C 1.34880 1.88470 5.15559
C 0.67336 1.50491 3.99788
P 1.55302 1.67729 2.38106
C 3.24273 0.82567 2.65550
C 4.29491 1.19483 3.71196
C 5.11347 2.44039 3.37652
C 5.78649 2.33618 1.99677
C 5.42693 1.02945 1.29878
C 3.91734 0.80888 1.26455
C 2.07029 3.51320 2.23781
C 2.19601 4.44618 3.44847
C 0.89765 5.20745 3.68487
C 0.67483 6.21424 2.55154
C 1.18262 5.65438 1.21630
C 1.08605 4.13375 1.23871
C -2.86221 -1.11581 3.22008
C -3.69611 -1.00554 4.33372
C -4.40502 -2.06665 4.86891
C -4.33104 -3.30668 4.26430
C -3.58168 -3.43307 3.11153
C -2.85339 -2.36910 2.58247
P -1.97336 -2.66142 0.99027
C -0.95905 -4.26953 1.27166
C -0.79221 -4.70053 2.72895
C 0.32563 -5.73605 2.84608
C 0.02280 -6.95078 1.97772
C -0.15272 -6.51354 0.52826
C -1.28198 -5.48840 0.40953
C -3.42115 -3.10338 -0.17509
C -4.35739 -4.30230 0.02104
C -5.52933 -4.18738 -0.95141
C -6.45563 -3.04926 -0.51373
C -5.66330 -1.98335 0.25295
C -4.26761 -1.82073 -0.34311
H -3.50371 1.95099 3.84846
H -3.98879 1.71622 2.17730
H -2.69078 2.82867 2.58102
H -2.21904 0.68252 5.49851
H -1.02479 1.39475 7.48049
H 1.33996 2.16338 7.27303
H 2.36426 2.22708 5.08789
H 2.91613 -0.19534 2.89266
H 4.97147 0.33746 3.78268
H 3.85525 1.29673 4.70166
H 5.87160 2.57512 4.15091
H 4.46846 3.31411 3.41296
H 6.87143 2.39571 2.09725
H 5.48135 3.17438 1.36599
H 5.90965 0.19391 1.80706
H 5.81110 1.04426 0.27496
H 3.72256 -0.15022 0.79218
H 3.47055 1.58129 0.63087
H 3.04818 3.44747 1.74834
H 2.99052 5.17368 3.25000
H 2.47411 3.91745 4.35414
H 0.93600 5.73127 4.64193
H 0.07331 4.49266 3.74137
H 1.19912 7.14436 2.77926
H -0.38918 6.44569 2.48002
H 2.21749 5.95789 1.03988
H 0.58354 6.04846 0.39307
H 1.26168 3.72025 0.24222
H 0.07060 3.87422 1.53359
H -3.82456 -0.04410 4.80663
H -5.00617 -1.92716 5.75818
H -4.86042 -4.15685 4.66936
H -3.55308 -4.38835 2.61381
H 0.03210 -3.92347 0.94452
H -1.70954 -5.14350 3.11642
H -0.55252 -3.83324 3.34497
H 0.43995 -6.04156 3.88867
H 1.26764 -5.29256 2.51981
H -0.89097 -7.43861 2.32783
H 0.83529 -7.67664 2.05194
H -0.36815 -7.38190 -0.09907
H 0.77871 -6.06532 0.17459
H -2.20854 -5.95913 0.74078
H -1.39307 -5.19766 -0.63788
H -2.87860 -3.27126 -1.11776
H -4.76469 -4.33229 1.02890
H -3.83283 -5.23462 -0.17185
H -6.07964 -5.12932 -0.97991
H -5.14318 -4.00478 -1.95727
H -7.24684 -3.44148 0.12908
H -6.93425 -2.60522 -1.38918
H -5.57245 -2.26537 1.30282
H -6.19709 -1.03112 0.22117
H -3.76408 -0.97365 0.13461
H -4.37469 -1.58660 -1.40518
C 2.64792 -0.55495 -4.26049
C 3.80804 0.20265 -3.67889
C 5.08478 -0.06796 -4.15880
C 6.19410 0.63459 -3.72927
C 6.04303 1.64727 -2.79581
C 4.79022 1.92082 -2.28689
C 3.67229 1.20016 -2.70270
N 2.42620 1.54490 -2.15166
C 1.53637 0.71158 -1.49729
N 2.05557 -0.50725 -1.22805
C 1.92573 -1.36555 -0.10872
C 0.96715 -1.11593 0.85769
C 1.07521 -1.84249 2.03615
C 2.07809 -2.77746 2.23793
C 2.93402 -3.09397 1.19493
C 2.87157 -2.39699 -0.00221
C 3.79590 -2.73960 -1.13725
N 0.33233 1.11561 -1.21420
C -0.21485 2.16636 -1.95092
C 0.07691 2.31822 -3.31760
C -0.40105 3.37890 -4.05795
C -1.23703 4.31308 -3.47289
C -1.61673 4.12373 -2.15731
C -1.14541 3.06210 -1.39608
C -1.69998 2.89411 -0.02155
H 2.47860 -0.23571 -5.28993
H 1.72355 -0.40376 -3.71044
H 2.86750 -1.62228 -4.27961
H 5.19783 -0.84209 -4.90349
H 7.16902 0.39547 -4.12476
H 6.89702 2.21695 -2.46342
H 4.65787 2.70269 -1.55419
H 2.19545 2.52841 -2.12547
H 2.98570 -0.59586 -1.62280
H 0.35820 -1.64835 2.82821
H 2.17986 -3.28424 3.18791
H 3.66362 -3.88482 1.31236
H 4.35529 -3.64445 -0.90741
H 4.52031 -1.94219 -1.32868
H 3.22925 -2.90668 -2.05470
H 0.69234 1.58361 -3.81501
H -0.11386 3.47599 -5.09297
H -1.60068 5.15771 -4.03783
H -2.30636 4.81713 -1.69467
H -1.94060 3.86516 0.40967
H -0.99951 2.36398 0.61336
H -2.62508 2.31424 -0.06321
C -3.01142 0.57622 -2.89937
C -1.99767 -0.50040 -2.81708
N -1.40930 -0.92154 -1.72978
C -0.56698 -1.92300 -2.10238
C -0.64797 -2.11407 -3.44558
N -1.57161 -1.20505 -3.90517
C -2.00408 -1.08086 -5.27191
N -1.37294 0.00516 -5.96360
N -0.07157 -0.06132 -6.32869
N 0.27332 1.00274 -6.92540
C -0.79273 1.84697 -6.99447
C -0.93288 3.13044 -7.52895
C -2.16372 3.73215 -7.39630
C -3.23576 3.09194 -6.76623
C -3.12521 1.81860 -6.24749
C -1.88651 1.20685 -6.36081
H -3.21146 0.94106 -1.89668
H -3.93816 0.19696 -3.33270
H -2.64903 1.40368 -3.50935
H 0.02993 -2.43236 -1.37450
H -0.15495 -2.79044 -4.11324
H -3.08799 -0.92586 -5.30334
H -1.75324 -2.01558 -5.78726
H -0.10063 3.62245 -8.00484
H -2.31002 4.72762 -7.78700
H -4.17656 3.61315 -6.67595
H -3.96509 1.33325 -5.77635
*
```

Computed properties:
HOMO-LUMO gap: 6.56 eV
calculated total energy: -117841.6355 eV
highest occupied orbital energy: -0.242 Eh
max |F|: 1.35 eV Å⁻¹